{
  "formula": "C3H12N2OS",
  "method": "the ωB97M-V functional and the def2-TZVPD basis",
  "species": ["N", "C", "N", "C", "C", "S", "H", "H", "H", "H", "H", "H", "H", "H", "H", "H", "O", "H", "H"],
  "positions_angstrom": [[-2.17446, -1.59152, -0.21728], [-1.55812, -1.29839, 1.09354], [-0.44244, -0.40080, 0.99540], [0.78039, -0.94225, 0.44257], [1.89870, 0.09970, 0.59253], [2.11174, 1.26916, -0.78738], [-1.46038, -1.78672, -0.92300], [-2.82915, -2.35936, -0.18279], [-1.16143, -2.20580, 1.55596], [-2.28168, -0.76125, 1.70162], [-0.70791, 0.49012, 0.59789], [0.67000, -1.29836, -0.59431], [1.09248, -1.73026, 1.10696], [2.88744, -0.37316, 0.63038], [1.64630, 0.62209, 1.52013], [0.91382, 1.23689, -1.36040], [-2.34740, 1.43372, -1.12344], [-2.46799, 0.55826, -0.71737], [-1.59898, 1.30566, -1.73833]],
  "lowdin_charge": [0.002, -0.300, -0.091, -0.307, -0.542, 0.697, 0.066, 0.067, 0.111, 0.115, 0.090, 0.106, 0.108, 0.061, 0.072, -0.192, -0.083, -0.011, 0.030],
  "charge": 0,
  "energy_ha": -704.416382,
  "gap_ev": 9.84,
  "homo_energy_ha": -0.334,
  "largest_force_ha_per_bohr": 0.0162,
  "smiles": "NCNCCS.O"
}